(1)
Density functional theory data (the ωB97M-V functional and the def2-TZVPD basis) for an isolated ion of composition C6H8N3O and charge +1.

Last column: Löwdin charge in e.
Geometry (Å):
C 2.35034 -1.16116 -0.06390  -0.027
C 0.98851 -1.35771 0.06345  -0.010
C 2.81453 0.17399 -0.02574  -0.102
C 0.08704 -0.28383 -0.03461  -0.080
C 0.68027 1.01695 -0.08524  -0.278
C -2.54226 -0.40992 0.03785  -0.098
N 1.99306 1.20459 -0.08037  0.127
N -1.26438 -0.79567 0.04971  0.109
N -2.81387 0.84159 -0.10209  0.223
O -0.05982 2.16178 0.09611  0.074
H 3.12324 -2.02678 0.01964  0.154
H 0.66998 -2.29306 0.18577  0.078
H 3.90132 0.51190 0.00304  0.146
H -3.36745 -1.24115 -0.03556  0.212
H -1.29670 -1.80169 0.02616  0.141
H -2.05784 1.48592 -0.04842  0.101
H 0.49754 2.85562 0.39040  0.105
H -3.70352 1.11864 -0.39619  0.125

Values from the calculation:
2S+1 ... 1
LUMO ... -3.97 eV
Molar mass ... 138.150 g/mol
Net charge ... +1

=====

(2)
Density functional theory data (the ωB97M-V functional and the def2-TZVPD basis) for an isolated ion of composition C6H8N3O and charge +1.

Last column: Löwdin charge in e.
Geometry (Å):
C -2.86967 1.90575 -0.72297  0.165
C -1.93065 1.31434 -0.24230  -0.092
C -0.64302 -1.65627 0.65453  0.013
C -1.49827 -0.69365 0.98255  -0.075
C 1.29414 1.11682 0.22742  -0.266
C 0.33441 -1.06393 -0.36955  -0.059
N 0.17622 0.34999 -0.02307  -0.002
N 2.45028 0.93656 -0.43656  0.245
N -1.07090 0.56487 0.60171  -0.048
O 1.31770 2.15547 1.07437  0.218
H -3.44080 2.50346 -1.39587  0.046
H -0.53147 -2.61512 1.23110  0.142
H -2.38343 -0.87422 1.48270  0.119
H 1.40443 -1.30434 -0.25698  0.137
H -0.00497 -1.19275 -1.28016  0.080
H 2.63437 0.20585 -1.14925  0.161
H 3.04506 1.67953 -0.58074  0.109
H 0.69445 2.33238 1.71571  0.107

Values from the calculation:
2S+1 ... 1
LUMO ... -3.49 eV
Molar mass ... 138.150 g/mol
Net charge ... +1

=====

Stability verdict: (1), ahead by 4.211 eV

=====

(1)
Density functional theory data (the ωB97M-V functional and the def2-TZVPD basis) for a single C2H4N4O2 molecule.

Last column: Löwdin charge in e.
Geometry (Å):
C -0.52030 0.17807 -0.92858  -0.405
C 0.24399 -0.44943 1.04325  -0.402
H -0.93752 -0.03208 -3.03219  0.187
H 0.46118 1.05368 -2.36257  0.153
H 1.98293 0.89787 1.19640  0.068
H -1.72773 -0.89273 1.56447  0.116
N -0.53451 0.64261 -2.22011  0.115
N 0.34689 0.63242 0.03587  0.122
N 1.05551 -0.59167 2.03535  0.057
N -0.99301 -1.14901 0.96633  0.126
O 1.96081 0.57521 2.15227  -0.112
O -1.33824 -0.86495 -0.45049  -0.024

Values from the calculation:
2S+1 ... 1
LUMO ... 0.14 eV
Molar mass ... 116.080 g/mol
Net charge ... 0

=====

(2)
Density functional theory data (the ωB97M-V functional and the def2-TZVPD basis) for a single C2H4N4O2 molecule.

Last column: Löwdin charge in e.
Geometry (Å):
C 0.11498 0.65389 0.70133  -0.386
C 0.01408 -0.71473 -1.78030  -0.145
H -0.18144 -0.35469 2.55282  0.188
H 0.45436 2.19247 -0.61566  0.117
H -0.07891 -1.17305 -2.95500  0.172
H -0.86136 -2.26501 -0.54128  0.093
N 0.23718 1.47239 1.73062  0.054
N 0.35219 1.24526 -0.49221  0.035
N 0.21558 0.58062 -1.69060  0.018
N -0.07652 -1.62650 -0.52680  0.094
O 0.27954 0.64047 2.94615  -0.164
O -0.46968 -0.65113 0.67094  -0.076

Values from the calculation:
2S+1 ... 1
LUMO ... 0.08 eV
Molar mass ... 116.080 g/mol
Net charge ... 0

=====

Stability verdict: (1), ahead by 2.695 eV

=====

(1)
Density functional theory data (the ωB97M-V functional and the def2-TZVPD basis) for a single C2H4N4O2 molecule.

Last column: Löwdin charge in e.
Geometry (Å):
C -2.63070 -0.07518 0.15566  -0.107
C -0.44786 0.01376 -0.20786  -0.418
H -2.50477 -1.25493 0.01150  0.111
H -3.21519 0.31217 1.08818  0.101
H -3.13420 0.41640 -0.73692  0.085
H 0.46588 1.89023 0.68034  0.160
N -1.38114 0.75714 0.07447  0.070
N -0.16159 -1.39872 -0.27226  0.117
N 1.07844 -1.52784 0.13046  0.087
N 0.90848 0.44322 -0.38528  -0.238
O 1.79311 -0.29312 0.36641  0.015
O 1.17568 1.67913 -0.06162  0.016

Values from the calculation:
2S+1 ... 1
LUMO ... -0.68 eV
Molar mass ... 116.080 g/mol
Net charge ... 0

=====

(2)
Density functional theory data (the ωB97M-V functional and the def2-TZVPD basis) for C2H4N4O2 as an isolated structure.

Last column: Löwdin charge in e.
Geometry (Å):
C 0.62930 1.02786 -0.63874  -0.536
C -0.66544 -0.29838 0.34485  -0.730
H 2.22638 1.68503 -1.44028  0.312
H -0.06114 -1.48942 1.71632  0.113
H -1.98802 -1.34949 -0.45382  0.138
H -0.72293 -0.74889 -1.59247  0.347
N 1.15743 0.91313 0.49595  0.195
N 0.06914 0.31140 1.27671  -0.108
N -1.28914 -1.44988 0.49675  0.076
N -0.70201 0.40481 -0.68110  0.163
O 1.01877 1.63242 -1.73462  0.050
O 0.32765 -0.63860 2.21045  -0.020

Values from the calculation:
2S+1 ... 1
LUMO ... -0.99 eV
Molar mass ... 116.080 g/mol
Net charge ... 0

=====

(3)
Density functional theory data (the ωB97M-V functional and the def2-TZVPD basis) for C2H4N4O2 as an isolated structure.

Last column: Löwdin charge in e.
Geometry (Å):
C 0.28563 1.15684 -0.89479  -0.618
C 0.19389 -0.75127 -0.13164  -0.544
H -1.22518 -1.18446 1.25880  0.099
H -0.61830 -0.36617 2.77622  0.161
H 1.27535 2.35715 -2.30405  0.341
H 0.62615 -2.63004 -0.88682  0.074
N -1.20302 -0.20597 1.78485  0.045
N -0.16357 0.16755 0.88796  -0.130
N 0.65674 -0.02391 -1.06765  0.187
N 0.40900 -2.04476 -0.02510  0.108
O -0.59805 1.35679 0.13161  0.097
O 0.36134 2.16825 -1.52940  0.178

Values from the calculation:
2S+1 ... 1
LUMO ... -0.59 eV
Molar mass ... 116.080 g/mol
Net charge ... 0

=====

Stability verdict: (3), ahead by 1.680 eV

=====

(1)
Density functional theory data (the ωB97M-V functional and the def2-TZVPD basis) for a single C2H4N4O2 molecule.

Last column: Löwdin charge in e.
Geometry (Å):
C -2.33578 0.41737 0.04702  0.019
C 1.15599 -0.39658 0.04265  -0.472
H -2.35020 1.40152 -0.42677  0.092
H -2.96263 -0.31640 -0.41619  0.089
H -2.51442 0.62345 1.10000  0.094
H 1.37566 1.74479 -0.22756  0.102
N -0.99506 -0.11438 -0.07277  -0.166
N -0.79541 -1.40502 -0.10696  0.050
N 0.44124 -1.63760 0.01679  0.086
N 0.15756 0.54833 0.18267  -0.054
O 2.30911 -0.01864 0.00996  0.059
O 0.42489 1.85397 -0.09816  0.099

Values from the calculation:
2S+1 ... 1
LUMO ... 0.33 eV
Molar mass ... 116.080 g/mol
Net charge ... 0

=====

(2)
Density functional theory data (the ωB97M-V functional and the def2-TZVPD basis) for a single C2H4N4O2 molecule.

Last column: Löwdin charge in e.
Geometry (Å):
C 0.55658 -0.21591 1.32747  -0.157
C -1.04903 0.64224 0.28685  -0.387
H 1.57171 -1.28660 -0.46966  0.024
H 1.12536 -0.49194 2.33200  0.173
H -1.83621 2.02816 -0.60198  -0.012
H -0.50597 -0.86648 -2.15784  0.121
N 1.16028 0.37833 0.05740  -0.043
N -0.68356 -0.23282 1.42040  0.139
N -1.93993 1.57286 0.19673  0.211
N -0.22013 0.21277 -0.82942  -0.030
O 2.08569 -0.55649 -0.29952  -0.010
O -0.26479 -1.18412 -1.26242  -0.028

Values from the calculation:
2S+1 ... 1
LUMO ... 0.42 eV
Molar mass ... 116.080 g/mol
Net charge ... 0

=====

Stability verdict: (1), ahead by 2.870 eV

=====

(1)
Density functional theory data (the ωB97M-V functional and the def2-TZVPD basis) for a 2-piece molecular cluster, Cl2HNS overall.

Last column: Löwdin charge in e.
Geometry (Å):
N -1.25633 0.23053 1.51502  -1.041
S 0.00244 1.14265 1.39212  0.567
Cl 0.74700 -0.32662 -2.15083  0.184
Cl -1.16626 -1.32339 2.19599  0.462
H 1.67315 0.27683 -2.95230  -0.171

Values from the calculation:
2S+1 ... 1
LUMO ... -1.68 eV
Molar mass ... 117.988 g/mol
Net charge ... 0

=====

(2)
Density functional theory data (the ωB97M-V functional and the def2-TZVPD basis) for Cl2HNS as an isolated structure.

Last column: Löwdin charge in e.
Geometry (Å):
N -2.02265 0.05755 0.18687  -1.425
S -0.72824 -0.18636 -0.95619  0.603
Cl -3.07545 -1.36398 0.19686  0.451
Cl -2.70318 1.56154 -0.08698  0.514
H -0.22330 -1.02044 -0.06044  -0.144

Values from the calculation:
2S+1 ... 1
LUMO ... -0.52 eV
Molar mass ... 117.988 g/mol
Net charge ... 0

=====

Stability verdict: (1), ahead by 0.492 eV